1.
A molecular structure, C4H8BaFInNO in a non-equilibrium geometry. Source: the Open Molecules 2025 dataset; level of theory: ωB97M-V with the def2-TZVPD basis set.

Properties
Energy relative to the best compared isomer or geometry (same formula, charge and spin): 0.000 eV
Charge: +1
Gap between HOMO and LUMO: 5.74 eV
LUMO energy: -5.355 eV
E_tot: -16387.22281 eV

The geometry in XYZ format:
```
17
C4H8BaFInNO, DFT ωB97M-V with the def2-TZVPD basis set
O 1.23 -2.92 0.70
C 1.99 -2.22 -0.04
N 2.33 -1.48 -1.06
In 2.20 0.60 -0.58
C 0.05 1.24 -0.09
C -0.75 0.12 0.81
C -1.90 -0.63 -0.12
F -3.24 -0.30 0.43
H 3.33 0.94 0.77
H 2.80 1.50 -2.04
H 0.01 2.27 0.45
H -0.49 1.38 -1.11
H 0.00 -0.67 1.15
H -1.21 0.59 1.79
H -1.65 -1.76 -0.06
H -1.86 -0.32 -1.24
Ba -2.85 1.65 0.24
```


2.
2 unconnected molecules or ions with the total composition C2H6ClNO3S in a non-equilibrium geometry. Source: the Open Molecules 2025 dataset; level of theory: ωB97M-V with the def2-TZVPD basis set.

Properties
Energy relative to the best compared isomer or geometry (same formula, charge and spin): 2.572 eV
Gap between HOMO and LUMO: 10.82 eV
LUMO energy: 0.585 eV
SMILES string: O=S1(=O)O[C@H]1CCl.N
E_tot: -33158.39885 eV

The geometry in XYZ format:
```
14
C2H6ClNO3S, DFT ωB97M-V with the def2-TZVPD basis set
O -0.13 -1.98 -0.77
S -0.42 -0.66 -1.30
O 0.16 -0.20 -2.57
O -1.95 -0.33 -0.98
C -0.90 0.51 -0.16
C -0.87 -0.10 1.24
Cl -0.11 0.92 2.36
H -1.10 1.61 -0.25
H -0.45 -1.09 1.11
H -1.97 -0.07 1.35
N 1.71 0.32 0.01
H 1.70 1.19 0.55
H 2.20 0.38 -1.02
H 2.12 -0.50 0.43
```


3.
2 unconnected molecules or ions with the total composition C4H6O2 in a non-equilibrium geometry. Source: the Open Molecules 2025 dataset; level of theory: ωB97M-V with the def2-TZVPD basis set.

Properties
Energy relative to the best compared isomer or geometry (same formula, charge and spin): 2.358 eV
Gap between HOMO and LUMO: 11.50 eV
LUMO energy: 1.111 eV
E_tot: -8338.10320 eV

The geometry in XYZ format:
```
12
C4H6O2, DFT ωB97M-V with the def2-TZVPD basis set
C -0.88 0.97 0.34
C 0.45 0.24 0.36
C 0.55 -1.11 0.91
O 0.89 -0.91 -0.44
C -0.20 -0.13 -2.31
O 0.57 -0.48 -3.07
H -0.97 1.42 1.35
H -0.94 1.80 -0.38
H -1.75 0.32 0.20
H 1.30 0.91 0.46
H -0.39 -1.66 1.02
H 1.35 -1.37 1.58
```


4.
A single C23H45N2O4PS2 molecule in a non-equilibrium geometry. Source: the Open Molecules 2025 dataset; level of theory: ωB97M-V with the def2-TZVPD basis set.

Properties
Gap between HOMO and LUMO: 7.80 eV
LUMO energy: -0.895 eV
SMILES string: CCOP(=O)(CCC[C@]1([C@@H](C)CC)CNC(=O)[C@H]1CCCSC(=S)N(CC)CC)OCC
E_tot: -66710.57075 eV

The geometry in XYZ format:
```
77
C23H45N2O4PS2, DFT ωB97M-V with the def2-TZVPD basis set
C -5.61 2.06 0.23
C -4.21 2.69 0.34
O -3.46 2.29 -0.83
P -2.03 2.98 -1.08
O -2.12 4.09 -2.03
C -1.01 1.62 -1.64
C -0.21 1.96 -2.91
C 0.17 0.72 -3.72
C 1.04 -0.32 -2.98
C 2.14 0.30 -2.12
C 3.04 -0.77 -1.45
C 3.03 1.28 -2.89
C 3.93 2.09 -1.93
C 1.70 -1.21 -4.09
N 0.76 -2.32 -4.35
C 0.48 -2.67 -2.97
O 0.64 -3.79 -2.52
C 0.12 -1.35 -2.27
C 0.04 -1.28 -0.74
C -0.46 -2.54 -0.04
C -1.42 -2.29 1.13
S -1.08 -0.86 2.20
C 0.52 -1.24 2.96
S 1.92 -0.95 2.23
N 0.49 -1.76 4.28
C -0.32 -0.94 5.19
C 0.12 0.53 5.21
C 0.05 -3.16 4.32
C 1.04 -4.13 3.66
O -1.56 3.48 0.38
C -0.27 3.07 0.86
C -0.32 1.73 1.60
H -5.89 1.67 1.21
H -5.57 1.25 -0.48
H -6.32 2.81 -0.08
H -3.73 2.35 1.25
H -4.29 3.77 0.35
H -1.70 0.81 -1.88
H -0.34 1.23 -0.88
H -0.84 2.59 -3.54
H 0.65 2.56 -2.64
H 0.71 1.07 -4.59
H -0.75 0.27 -4.08
H 1.67 0.87 -1.32
H 3.31 -0.49 -0.44
H 2.57 -1.75 -1.46
H 3.96 -0.87 -2.02
H 2.46 1.97 -3.49
H 3.69 0.74 -3.57
H 4.96 1.74 -1.94
H 3.88 3.15 -2.13
H 3.58 1.96 -0.90
H 2.02 -0.68 -4.98
H 2.59 -1.73 -3.74
H -0.07 -1.98 -4.84
H -0.90 -1.19 -2.61
H 1.00 -1.00 -0.32
H -0.65 -0.47 -0.49
H -1.00 -3.14 -0.76
H 0.38 -3.15 0.28
H -1.44 -3.17 1.76
H -2.42 -2.17 0.73
H -0.23 -1.34 6.19
H -1.38 -0.99 4.93
H -0.61 1.17 4.72
H 0.23 0.88 6.23
H 1.08 0.66 4.72
H -0.04 -3.41 5.37
H -0.94 -3.28 3.88
H 0.52 -4.82 3.00
H 1.80 -3.62 3.08
H 1.56 -4.69 4.43
H 0.48 3.09 0.07
H 0.02 3.85 1.56
H 0.42 1.01 1.27
H -1.29 1.27 1.42
H -0.27 1.88 2.67
```


5.
A molecular structure, C33H22Co2NO5PS in a non-equilibrium geometry. Source: the Open Molecules 2025 dataset; level of theory: ωB97M-V with the def2-TZVPD basis set.

Properties
Charge: -2
Gap between HOMO and LUMO: 5.38 eV
LUMO energy: 4.204 eV
E_tot: -141681.23630 eV

The geometry in XYZ format:
```
65
C33H22Co2NO5PS, DFT ωB97M-V with the def2-TZVPD basis set
O 3.23 3.49 0.08
C 2.73 2.45 0.02
Co 1.82 0.93 -0.01
C 2.18 -0.36 1.20
O 2.31 -1.04 2.14
C 0.62 1.87 0.88
O 0.00 2.69 1.42
C 1.23 0.55 -1.66
C 2.60 0.35 -1.54
C 3.75 0.09 -2.19
C 4.79 -0.64 -1.51
C 6.16 -0.32 -1.65
C 7.09 -0.91 -0.79
C 6.67 -1.85 0.18
C 5.32 -2.21 0.26
C 4.40 -1.67 -0.62
Co 0.10 -0.71 -0.73
C 0.41 -2.13 0.21
O 0.45 -3.15 0.76
C -0.38 -1.34 -2.26
O -0.78 -1.81 -3.24
P -1.78 -0.06 -0.06
C -2.08 0.15 1.74
C -3.37 0.42 2.21
C -3.58 0.58 3.59
C -2.52 0.44 4.49
C -1.25 0.11 4.01
C -1.02 -0.04 2.64
C -2.27 1.53 -0.83
C -2.67 2.64 -0.07
C -3.04 3.82 -0.72
C -2.96 3.93 -2.11
C -2.48 2.85 -2.86
C -2.16 1.64 -2.23
C -3.17 -1.21 -0.47
C -4.27 -0.81 -1.24
C -5.26 -1.75 -1.58
C -5.16 -3.07 -1.15
C -4.08 -3.45 -0.35
C -3.10 -2.52 0.01
H 0.75 1.12 -2.46
H 3.92 0.47 -3.21
H 6.45 0.42 -2.41
H 8.14 -0.63 -0.84
H 7.40 -2.29 0.87
H 4.96 -2.90 1.04
H 3.36 -2.03 -0.65
H -4.19 0.51 1.51
H -4.58 0.82 3.94
H -2.69 0.59 5.56
H -0.42 -0.03 4.70
H -0.03 -0.32 2.28
H -2.70 2.56 1.01
H -3.39 4.66 -0.11
H -3.26 4.86 -2.61
H -2.36 2.92 -3.94
H -1.81 0.79 -2.82
H -4.36 0.23 -1.57
H -6.10 -1.43 -2.19
H -5.92 -3.80 -1.43
H -3.99 -4.47 0.00
H -2.28 -2.82 0.66
N 4.34 0.75 1.05
C 4.83 0.45 2.11
S 5.48 0.06 3.52
```


6.
A single C3H3ClF2 molecule in a non-equilibrium geometry. Source: the Open Molecules 2025 dataset; level of theory: ωB97M-V with the def2-TZVPD basis set.

Properties
Energy relative to the best compared isomer or geometry (same formula, charge and spin): 1.219 eV
Gap between HOMO and LUMO: 11.28 eV
LUMO energy: 0.933 eV
SMILES string: C=CC(F)(F)Cl
E_tot: -21115.33710 eV

The geometry in XYZ format:
```
9
C3H3ClF2, DFT ωB97M-V with the def2-TZVPD basis set
C 1.31 0.35 0.44
C 0.62 -0.24 -0.49
C -1.15 -0.26 -0.09
F -1.77 -0.97 -1.03
F -1.29 -0.75 1.16
Cl -1.67 1.41 -0.15
H 2.39 0.30 0.40
H 0.80 0.80 1.29
H 0.75 -0.63 -1.53
```


7.
A single CH3FO2S molecule in a non-equilibrium geometry. Source: the Open Molecules 2025 dataset; level of theory: ωB97M-V with the def2-TZVPD basis set.

Properties
Energy relative to the best compared isomer or geometry (same formula, charge and spin): 0.102 eV
Gap between HOMO and LUMO: 12.81 eV
LUMO energy: 0.560 eV
SMILES string: CS(=O)(=O)F
E_tot: -18732.40172 eV

The geometry in XYZ format:
```
8
CH3FO2S, DFT ωB97M-V with the def2-TZVPD basis set
C 0.96 0.01 0.00
S -0.90 -0.10 0.08
O -1.43 -0.19 1.43
O -1.28 -0.93 -1.04
F -1.22 1.45 -0.41
H 1.11 -0.62 0.84
H 1.34 -0.51 -0.93
H 1.41 0.91 0.03
```


8.
3 unconnected molecules or ions with the total composition C5H12O in a non-equilibrium geometry. Source: the Open Molecules 2025 dataset; level of theory: ωB97M-V with the def2-TZVPD basis set.

Properties
Energy relative to the best compared isomer or geometry (same formula, charge and spin): 3.430 eV
Gap between HOMO and LUMO: 10.20 eV
LUMO energy: 1.169 eV
E_tot: -7423.88110 eV

The geometry in XYZ format:
```
18
C5H12O, DFT ωB97M-V with the def2-TZVPD basis set
C -1.33 -2.34 0.20
C -0.19 -1.33 0.23
O -0.65 -0.09 -0.09
C 0.34 0.81 -0.34
C -0.30 2.08 -0.90
C 1.33 1.01 0.80
H -1.91 -2.21 -0.72
H -2.05 -2.27 1.04
H -0.92 -3.35 0.21
H 0.41 -1.35 1.14
H 0.91 -1.26 -0.83
H 1.12 -0.16 -1.18
H 0.45 2.67 -1.43
H -0.76 2.75 -0.15
H -1.09 1.82 -1.61
H 2.02 0.17 0.83
H 0.85 1.08 1.79
H 1.90 1.93 0.64
```